(1)
A 2-piece molecular cluster, C16H24N2O3 overall. Source: the Open Molecules 2025 dataset; level of theory: ωB97M-V/def2-TZVPD.

Geometry as XYZ:
```
45
Properties=species:S:1:pos:R:3:forces:R:3:mulliken_charge:R:1
C -3.9758 -0.9700 -1.7717 0.0 0.8 -0.2 -0.5234
C -2.5623 -0.9800 -1.1735 0.6 0.3 0.2 -0.4215
C -1.7943 0.3553 -1.2818 0.0 -0.2 -1.0 0.5385
O -0.5997 0.4005 -1.5283 -1.5 0.1 0.3 -0.5432
C -2.6608 1.6262 -1.1538 0.6 -0.2 0.2 -0.5433
C -4.0711 1.5203 -1.7447 -0.1 -0.9 -0.3 -0.4864
O -4.6971 0.2467 -1.5382 0.1 0.1 0.5 -0.3551
H -3.9070 -1.1603 -2.8601 -0.1 0.1 0.3 0.3124
H -4.6134 -1.7378 -1.3051 0.4 0.2 -0.3 0.2737
H -2.5941 -1.2339 -0.1023 0.0 0.1 -0.2 0.2272
H -1.9500 -1.7320 -1.6860 -0.1 0.1 0.3 0.3464
H -2.7121 1.8709 -0.0824 0.0 -0.1 -0.2 0.2285
H -2.1155 2.4257 -1.6667 0.0 0.0 0.2 0.3623
H -4.7651 2.2277 -1.2629 0.4 -0.1 -0.3 0.2717
H -4.0194 1.7358 -2.8287 -0.1 -0.1 0.3 0.3088
C 3.2416 -2.6773 -1.4964 0.1 -0.2 0.1 -1.1231
C 2.6116 -1.3451 -1.8162 -0.5 0.5 0.3 -0.6048
N 2.5226 -0.4342 -0.6793 0.2 0.0 0.6 0.4054
C 3.6664 0.4484 -0.4184 -0.5 -0.2 0.0 -0.8792
C 3.4773 1.8120 -1.0715 0.2 0.0 0.0 -1.0139
C 1.4895 -0.6339 0.2287 -0.2 -1.2 -0.6 0.7132
C 1.1976 0.4265 1.1227 0.6 0.2 0.6 -0.5597
N 0.3223 0.2991 2.1851 0.6 -0.1 -0.1 0.1974
C -0.1485 -0.9232 2.6328 -0.2 0.7 0.0 -0.2182
C -1.0346 -0.9763 3.6929 0.2 0.4 -0.3 -0.7444
C -1.4671 0.1878 4.3233 -0.1 0.0 0.1 -0.2394
C -0.9371 1.4111 3.8959 0.2 0.0 0.0 -0.5741
C -0.0289 1.4464 2.8654 0.1 -0.3 -0.1 -0.2045
O 0.8296 -1.7067 0.1711 0.4 0.9 0.1 -0.7483
H 3.2635 -3.2980 -2.3948 0.1 0.0 0.0 0.3973
H 4.2617 -2.5405 -1.1282 0.0 -0.1 0.0 0.2904
H 2.6427 -3.1863 -0.7379 0.1 0.1 -0.1 0.2544
H 3.1747 -0.8067 -2.5854 -0.1 -0.1 -0.1 0.4609
H 1.5805 -1.4974 -2.1465 0.2 0.0 -0.2 0.1967
H 3.7910 0.5745 0.6703 0.1 -0.2 -0.4 0.4650
H 4.5650 -0.0522 -0.8136 -0.2 0.2 0.2 0.4082
H 4.3523 2.4463 -0.8761 -0.2 0.0 -0.2 0.3851
H 3.3425 1.6833 -2.1552 0.0 0.2 0.3 0.2877
H 2.5852 2.3000 -0.6581 0.2 -0.1 -0.2 0.2603
H 1.7841 1.3450 1.0927 -0.6 -0.2 0.1 0.1158
H 0.2175 -1.7798 2.0879 -0.1 0.1 0.0 0.5645
H -1.3633 -1.9611 3.9915 -0.1 0.1 0.1 0.3851
H -2.1900 0.1472 5.1355 0.2 0.0 -0.2 0.3958
H -1.2108 2.3598 4.3585 0.1 -0.4 0.0 0.3801
H 0.4986 2.3363 2.5094 -0.5 -0.3 0.2 0.3498
```
Positions in Å, forces in eV/Å.

Properties
* E_LUMO: 0.18 eV
* ΔE to the lowest compared entry with this formula, charge and spin: 316.2 kJ/mol
* orbital gap: 6.964 eV



(2)
One molecule with the formula C16H24N2O3. Source: the Open Molecules 2025 dataset; level of theory: ωB97M-V/def2-TZVPD.

Geometry as XYZ:
```
45
Properties=species:S:1:pos:R:3:forces:R:3:mulliken_charge:R:1
C 1.8985 1.3836 -4.9213 2.3 -2.1 -0.9 -0.7263
O 1.3493 1.5639 -3.6106 1.6 -0.6 0.4 -0.3856
C 2.3216 1.2330 -2.5231 2.7 5.0 -3.4 -0.4858
C 2.6212 -0.2193 -2.4248 1.2 1.0 -1.7 -0.0839
C 3.5900 -0.5324 -1.4674 0.9 11.1 3.9 -2.0808
N 3.3467 0.0975 -0.0366 -1.4 0.5 -0.4 -0.4435
C 2.1156 -0.6988 0.5639 2.2 9.1 2.6 -1.5891
C 2.1117 -0.3680 2.0665 -1.9 2.1 -1.0 0.5999
O 3.2645 -0.8079 2.6294 -1.7 -1.3 3.4 -0.5488
C 0.8510 -0.9477 2.7952 11.4 -6.0 4.9 -0.8320
O -0.2297 -0.5347 2.5034 -11.9 5.5 -3.7 -0.2134
C -1.1489 -0.9016 1.2244 7.0 0.9 7.7 0.4317
C -0.8229 -2.0303 0.8117 -4.4 -6.1 -8.9 -0.5134
C -1.6655 -2.5192 -0.4180 -2.3 14.1 9.7 -1.3315
C -2.6309 -1.5006 -0.7943 -0.7 -5.4 -2.3 -0.8290
C -3.0148 -0.3421 -0.1941 7.2 -3.9 3.9 -0.0904
N -3.8592 0.6075 -0.2855 -6.3 1.2 -3.9 -0.0227
C -3.7895 1.4084 0.7999 3.0 4.2 2.9 0.5282
C -4.5778 2.6897 0.8438 -2.8 -2.1 2.9 -1.1930
C -2.5881 1.2808 1.5420 -0.8 -4.1 -1.7 -0.9069
C -2.1010 -0.1368 0.9585 -7.9 9.8 -1.5 0.8091
H 1.2497 1.7458 -5.6897 -0.6 0.9 0.0 0.3421
H 2.0490 0.3037 -5.2964 -0.6 0.8 1.3 0.2461
H 2.9959 1.7106 -5.1762 -1.9 0.4 1.3 0.2795
H 3.3248 1.9595 -2.8777 -1.9 -2.6 0.5 0.2566
H 2.2137 1.9420 -1.6634 -1.4 -1.6 -0.3 0.3277
H 1.7683 -0.6875 -2.1391 -2.9 -1.9 -0.1 0.3717
H 3.2504 -0.6257 -3.2120 -1.5 0.0 -1.8 0.3214
H 4.5957 -0.1340 -1.5633 0.2 1.0 -1.5 0.5584
H 3.9197 -1.2864 -1.0885 2.1 -10.6 2.8 1.1031
H 3.2957 1.2300 -0.0499 -0.5 -3.8 0.1 0.2493
H 2.1951 -1.6322 0.3819 0.8 -6.5 -1.5 0.9174
H 1.2142 -0.2575 0.3220 -2.1 0.5 -1.7 0.6401
H 1.9283 0.8450 2.0982 0.7 -2.4 0.2 0.0641
H 3.9520 -0.5344 2.1072 2.8 1.1 -2.2 0.4200
H 1.1552 -0.8238 4.0549 -1.0 0.0 -3.1 0.1299
H 0.9651 -2.1218 2.7457 0.1 1.3 -0.1 0.2833
H -0.0663 -2.6179 0.9880 4.0 -2.7 1.7 0.7399
H -1.3557 -3.2174 -0.8946 3.0 -8.8 -6.0 0.7465
H -3.3120 -2.0038 -1.4692 -0.3 0.6 -1.0 0.2699
H -4.6782 0.5675 -1.1126 2.8 0.5 3.4 0.3947
H -4.2431 3.4819 1.6170 -0.7 -1.6 -1.5 0.2871
H -4.5607 2.9483 -0.1358 0.2 2.1 -2.9 0.3801
H -5.7330 2.3451 0.9273 2.3 1.2 0.5 0.2535
H -2.0998 1.8677 2.3853 -1.2 -1.0 -1.4 0.3247
```
Positions in Å, forces in eV/Å.

Properties
* E_LUMO: 0.46 eV
* ΔE to the lowest compared entry with this formula, charge and spin: 1531.5 kJ/mol
* orbital gap: 8.654 eV



(3)
C16H24N2O5RuS5 as an isolated structure. Source: the Open Molecules 2025 dataset; level of theory: ωB97M-V/def2-TZVPD.

Geometry as XYZ:
```
53
Properties=species:S:1:pos:R:3:forces:R:3:mulliken_charge:R:1
Ru -0.6706 -0.2346 -0.3141 -0.8 0.9 -1.3 0.1617
C -0.0055 -2.2411 -3.2697 -0.2 0.0 -0.2 -0.9833
C 1.3989 -1.6662 -3.1909 0.0 -0.1 0.0 -0.7534
S 1.8382 -1.3990 -1.4597 0.5 -0.2 -0.1 -0.0350
C 2.9196 0.0375 -1.6042 0.0 -0.2 -0.1 -0.5472
C 3.0968 0.6447 -0.2223 0.0 0.1 0.1 -0.9831
S 1.5547 0.9841 0.6596 0.6 -0.1 0.1 0.2642
C 1.1447 2.6620 0.1205 0.1 -0.1 0.0 -1.0856
C 0.6472 2.7813 -1.3096 0.0 0.1 -0.1 -0.7189
S -0.8563 1.7950 -1.5418 0.1 -0.3 0.1 0.0957
C -0.7247 1.2621 -3.2671 0.0 0.0 -0.1 -0.5004
C -1.6567 0.0769 -3.4586 0.1 -0.1 0.0 -0.9318
S -1.3041 -1.3478 -2.3873 0.5 -0.3 0.2 0.2030
H -0.0335 -3.2412 -2.8334 0.0 0.0 0.0 0.4213
H -0.3316 -2.3385 -4.3058 0.1 -0.1 0.0 0.5096
H 1.4819 -0.7210 -3.7257 0.0 0.0 0.0 0.3756
H 2.1046 -2.3655 -3.6402 0.0 0.0 -0.1 0.4743
H 2.4618 0.7425 -2.2974 0.0 0.0 0.0 0.1205
H 3.8864 -0.2622 -2.0098 0.0 0.1 0.0 0.5200
H 3.6904 1.5581 -0.2716 0.0 0.0 0.0 0.5035
H 3.6407 -0.0526 0.4178 0.0 0.0 0.0 0.3455
H 2.0206 3.2940 0.2680 0.0 0.0 0.0 0.6182
H 0.3776 2.9758 0.8286 0.0 0.1 0.0 0.2993
H 1.3989 2.4546 -2.0272 0.0 0.0 0.0 0.3978
H 0.3968 3.8191 -1.5298 0.0 0.0 0.0 0.5125
H 0.3122 0.9918 -3.4656 0.0 0.0 0.0 0.0713
H -1.0093 2.0836 -3.9243 0.0 0.0 0.0 0.4877
H -1.6609 -0.2668 -4.4929 0.0 0.0 0.0 0.5257
H -2.6800 0.3496 -3.1949 0.0 0.0 0.0 0.4124
O -5.4194 2.0534 2.8250 1.1 -0.6 -0.7 -0.3652
C -4.4942 1.6064 2.2190 -2.1 1.1 1.5 0.3899
C -4.5606 0.7422 0.9439 -0.2 -1.4 -2.1 -0.1333
O -5.5521 0.3876 0.3627 0.9 0.7 1.0 -0.4525
C -3.1529 0.4839 0.6241 0.0 -2.0 -3.3 1.0659
C -2.3046 1.0821 1.4938 3.8 0.4 0.6 0.5984
O -0.9868 0.9863 1.3134 -3.1 0.8 1.8 -0.0796
C -3.0060 1.7889 2.5581 2.3 0.5 0.9 -0.2406
O -2.5383 2.3747 3.5078 -1.1 -0.6 -1.0 -0.5117
O -2.6581 -0.1987 -0.4111 -2.7 1.3 2.5 -0.5129
C 2.8118 -2.1438 2.7224 0.0 0.1 0.0 -1.3002
N 1.6420 -2.2026 1.8650 -0.1 0.0 0.2 -0.0600
C 0.4041 -1.8733 2.2464 -0.2 -0.3 -0.4 0.7348
S -0.9137 -2.1231 1.1301 0.2 -0.3 0.3 -0.5339
N 0.2211 -1.4264 3.4736 0.0 0.2 0.3 -0.1759
C -1.0334 -0.9651 4.0714 0.1 -0.2 -0.1 -0.9996
H 3.6657 -2.5246 2.1698 0.0 0.0 0.0 0.3575
H 2.6824 -2.7607 3.6145 0.0 0.0 0.0 0.4392
H 3.0262 -1.1153 3.0239 0.0 0.0 0.0 0.4096
H 1.7106 -2.6479 0.9649 0.0 0.0 0.0 0.3397
H 1.0396 -1.3225 4.0557 0.0 0.0 0.0 0.2088
H -1.8702 -1.4279 3.5572 0.0 0.0 0.0 0.3685
H -1.1114 0.1168 4.0018 0.0 0.1 0.0 0.2722
H -1.0404 -1.2670 5.1160 0.0 0.0 0.0 0.3996
```
Positions in Å, forces in eV/Å.

Properties
* E_LUMO (alpha / beta): -4.06 / -6.68 eV
* 2S+1: 2
* total charge: +1
* ΔE to the lowest compared entry with this formula, charge and spin: 212.1 kJ/mol
* orbital gap (alpha / beta): 5.830 / 3.139 eV



(4)
C16H24N2SiTl as an isolated structure. Source: the Open Molecules 2025 dataset; level of theory: ωB97M-V/def2-TZVPD.

Geometry as XYZ:
```
44
Properties=species:S:1:pos:R:3:forces:R:3:mulliken_charge:R:1
C -1.2249 0.9124 -3.7030 0.5 0.8 -0.2 -0.4722
C 0.1618 0.7000 -3.9508 -0.7 0.3 -0.3 -0.8598
C 0.9041 1.4658 -3.0091 0.0 0.2 0.1 -0.4840
C -0.0260 2.1750 -2.1819 -0.6 0.1 -0.6 -0.6298
C -1.3442 1.8253 -2.6127 0.6 0.3 -0.6 -0.5400
Tl -0.1775 -0.3133 -1.4980 -1.4 0.8 1.4 0.8618
N -2.0316 -1.1074 -0.8409 -0.4 -1.9 -0.5 -0.5585
C -0.3636 -2.7427 -1.7829 -0.8 -1.3 0.2 -0.3615
C 0.6571 -2.2310 -2.5819 0.0 0.1 0.1 -0.4761
H 1.9916 1.5191 -2.9387 -0.4 0.0 -0.1 0.4805
H 0.5826 0.0286 -4.6996 -0.1 0.3 0.2 0.5826
H 0.2273 2.8486 -1.3643 -0.1 -0.2 -0.2 0.4610
H -2.2730 2.1647 -2.1599 0.3 -0.2 -0.1 0.3637
H -2.0484 0.4256 -4.2217 0.2 0.1 0.2 0.3532
H 0.5059 -2.1208 -3.6597 0.1 0.0 0.5 0.2986
H -1.3057 -3.0710 -2.2269 0.5 0.0 0.3 0.1810
H -3.0587 -1.3324 -0.7674 1.3 0.8 -0.8 -0.0652
H 1.6755 -2.0707 -2.2067 -0.4 -0.3 -0.1 0.1596
H -0.2050 -2.9670 -0.7242 -0.1 -0.1 -0.5 0.1860
C 2.9940 0.1484 -0.2651 0.3 0.0 0.1 -0.9604
Si 1.7876 0.1547 1.1611 -2.9 0.0 -0.3 0.1170
C 2.0088 -1.3747 2.2069 0.7 0.1 0.3 -1.0453
C 2.0075 1.7113 2.1578 0.6 0.0 0.3 -1.1072
N 0.1188 0.1115 0.6336 2.5 0.2 -0.2 0.3459
C -0.9537 0.1302 1.5037 -0.6 0.2 0.2 -0.3109
C -1.6321 -1.0686 1.8523 0.6 0.4 0.5 0.2367
C -2.6293 -1.0510 2.8206 0.3 0.1 -0.3 -0.6075
C -3.0175 0.1628 3.3988 -0.2 0.3 0.1 -0.4009
C -2.4071 1.3616 3.0101 -0.2 -0.1 0.2 -0.6741
C -1.4042 1.3639 2.0488 0.6 -1.0 -0.3 -0.2663
H 3.9885 0.1582 0.2063 0.0 0.0 -0.2 0.4248
H 2.9152 1.0377 -0.9000 0.0 -0.2 0.1 0.1268
H 2.9330 -0.7458 -0.8958 0.0 0.1 0.1 0.2561
H 3.0277 -1.3555 2.6094 0.0 -0.3 0.2 0.3706
H 1.2971 -1.3842 3.0400 0.1 0.0 -0.2 0.3095
H 1.8692 -2.2883 1.6181 0.0 0.2 0.0 0.2297
H 1.8421 2.6013 1.5392 0.1 -0.2 0.1 0.2572
H 1.3127 1.7375 3.0050 0.1 0.0 -0.1 0.3351
H 3.0385 1.7152 2.5306 0.0 0.3 0.2 0.3549
H -1.2700 -1.9994 1.4032 -0.3 0.5 0.2 0.1534
H -3.0924 -1.9980 3.1103 0.0 0.4 0.0 0.3426
H -3.8081 0.1775 4.1533 0.2 0.0 -0.2 0.3262
H -2.6957 2.3144 3.4613 -0.1 -0.3 -0.1 0.3244
H -0.8780 2.2705 1.7205 -0.4 -0.3 0.2 0.3805
```
Positions in Å, forces in eV/Å.

Properties
* E_LUMO (alpha / beta): 2.72 / 2.72 eV
* total charge: -1
* ΔE to the lowest compared entry with this formula, charge and spin: 168.2 kJ/mol
* orbital gap (alpha / beta): 5.422 / 5.421 eV



How do the records compare in calculated total energy? In the order shown, they have -959.2351, -958.7722, -3195.3548, -1195.3601 hartree.